C30H48P2TeTm | ωB97M-V/def2-TZVPD

The geometry in XYZ format:
```
82
Properties=species:S:1:pos:R:3:lowdin_spin:R:1
Tm 0.01 -0.49 1.36 2.02
C -0.54 -2.66 2.16 0.00
C 0.82 -2.71 1.70 0.00
C 0.74 -1.22 3.48 0.00
C -0.58 -1.74 3.27 0.00
C 1.61 -1.80 2.49 0.00
C -1.68 -3.51 1.72 0.00
H -1.45 -4.01 0.77 0.00
H -2.58 -2.89 1.58 0.00
H -1.93 -4.27 2.47 0.00
C -1.79 -1.45 4.08 0.00
H -2.55 -2.22 3.94 0.00
H -2.24 -0.50 3.79 0.00
H -1.54 -1.38 5.15 0.00
C 1.17 -0.33 4.59 0.00
H 0.66 -0.61 5.52 0.00
H 0.92 0.72 4.39 0.00
H 2.26 -0.39 4.73 0.00
C 3.08 -1.60 2.43 0.00
H 3.56 -2.15 3.26 0.00
H 3.35 -0.54 2.55 0.00
H 3.50 -1.96 1.49 0.00
C 1.36 -3.65 0.67 0.00
H 1.71 -4.58 1.14 0.00
H 2.21 -3.21 0.14 0.00
H 0.59 -3.92 -0.06 0.00
C -1.62 0.38 -4.60 0.00
C -1.68 -0.95 -4.80 0.00
C -0.87 -1.67 -5.84 0.00
C 0.58 -1.14 -6.02 0.00
C 1.25 -0.57 -4.81 0.00
C 1.35 0.76 -4.57 0.00
C 0.48 1.80 -5.21 0.00
C -0.98 1.35 -5.54 0.00
H -1.38 -1.62 -6.82 0.00
H 0.59 -0.42 -6.86 0.00
H -0.82 -2.74 -5.59 0.00
H -1.02 0.99 -6.58 0.00
H -2.22 0.84 -3.81 0.00
H -2.49 -1.54 -4.35 0.00
H -1.61 2.26 -5.52 0.00
H 0.42 2.69 -4.54 0.00
H 2.19 1.16 -3.97 0.00
H 0.94 2.16 -6.15 0.00
H 1.19 -1.99 -6.36 0.00
H 1.80 -1.29 -4.18 0.00
P -1.15 -0.29 -1.06 0.00
P 1.90 0.94 -0.09 0.00
C -0.16 0.91 -2.06 0.00
C 0.87 1.82 -1.38 0.00
H -0.86 1.55 -2.60 0.00
H 0.33 0.27 -2.80 0.00
H 1.57 2.24 -2.12 0.00
H 0.36 2.66 -0.87 0.00
C 2.62 2.32 0.83 0.00
H 3.43 1.92 1.46 0.00
H 1.85 2.76 1.47 0.00
H 3.01 3.06 0.12 0.00
C 3.27 0.20 -0.99 0.00
H 3.72 0.93 -1.68 0.00
H 2.94 -0.69 -1.54 0.00
H 4.02 -0.12 -0.25 0.00
C -2.87 0.17 -1.32 0.00
H -3.51 -0.68 -1.04 0.00
H -3.06 0.45 -2.37 0.00
H -3.08 1.03 -0.66 0.00
C -0.83 -1.89 -1.86 0.00
H 0.16 -2.30 -1.61 0.00
H -0.88 -1.79 -2.95 0.00
H -1.60 -2.61 -1.54 0.00
Te -1.30 2.00 2.19 -0.01
C -1.37 2.72 4.18 0.00
C -1.50 4.13 4.28 0.00
C -1.73 4.72 5.53 0.00
C -1.78 3.93 6.69 0.00
C -1.61 2.55 6.60 0.00
C -1.41 1.93 5.36 0.00
H -1.44 4.71 3.36 0.00
H -1.85 5.80 5.59 0.00
H -1.95 4.40 7.66 0.00
H -1.64 1.92 7.50 0.00
H -1.27 0.85 5.28 0.00
```

Computed properties:
E_LUMO (spin up / spin down)   -2.9 / -2.8 eV
Charge   +1
Expectation value of S²   2.00
2S+1   3


C4H10NO | ωB97M-V/def2-TZVPD

The geometry in XYZ format:
```
16
Properties=species:S:1:pos:R:3:lowdin_spin:R:1
C 1.11 -1.25 0.22 0.06
C -0.28 -0.73 0.06 0.30
C -1.37 -1.46 -0.42 0.44
C -0.01 1.00 1.76 0.09
N -0.63 0.50 0.74 0.03
H 1.73 -0.47 -0.23 0.03
H 1.12 -2.20 -0.30 0.00
H 1.49 -1.30 1.25 0.02
H -2.42 -1.17 -0.35 0.01
H -1.31 -2.49 -0.76 0.01
H -0.50 1.85 2.22 0.00
H 0.61 0.41 2.43 0.00
H -1.63 0.69 0.65 0.00
H 1.23 2.80 -2.44 0.00
H 0.27 1.62 -2.77 0.00
O 0.58 2.18 -2.05 0.00
```

Computed properties:
E_LUMO (spin up / spin down)   -11.8 / -14.2 eV
Charge   +2
Energy relative to the best compared isomer or geometry (same formula, charge and spin)   230.5 kJ/mol
Expectation value of S²   0.76
2S+1   2


C7H8FNO2 | ωB97M-V/def2-TZVPD

The geometry in XYZ format:
```
19
Properties=species:S:1:pos:R:3:lowdin_charge:R:1
C 0.16 -1.07 0.93 -0.06
C 1.04 -0.13 1.31 -0.11
C 0.26 -0.30 -1.34 0.07
C -0.24 -1.18 -0.46 -0.35
C 1.29 1.02 0.47 -0.08
C 0.37 2.23 0.69 -0.08
C -1.08 -2.38 -0.80 -0.07
N -0.77 2.43 -0.06 -0.34
O -1.07 1.63 -0.93 0.05
O -1.39 3.51 0.03 0.08
F 0.49 2.86 1.89 0.12
H -0.10 -1.76 1.76 0.13
H 1.66 -0.24 2.22 0.13
H 0.21 -0.22 -2.50 0.13
H 2.30 1.23 0.26 0.12
H 0.81 0.53 -0.71 0.01
H -0.57 -3.28 -0.60 0.05
H -1.32 -2.51 -1.90 0.09
H -2.07 -2.36 -0.25 0.10
```

Computed properties:
E_LUMO (spin up / spin down)   -0.7 / -1.9 eV
Energy relative to the best compared isomer or geometry (same formula, charge and spin)   637.8 kJ/mol
2S+1   1